{
  "formula": "C6H16N2O2",
  "method": "wB97M-V/def2-TZVPD",
  "species": ["C", "C", "C", "C", "C", "N", "H", "H", "H", "H", "H", "H", "H", "H", "H", "H", "H", "C", "N", "O", "O", "H", "H", "H", "H", "H"],
  "xyz": [[-0.548, -1.439, 1.469], [-0.609, -0.561, 0.229], [-1.431, -1.230, -0.852], [-0.698, 0.818, 0.357], [-1.504, 1.762, -0.479], [-0.062, 1.417, 1.491], [0.396, -1.303, 1.995], [-0.575, -2.496, 1.204], [-1.351, -1.243, 2.181], [-1.634, -0.593, -1.708], [-2.417, -1.509, -0.478], [-0.918, -2.118, -1.222], [-2.492, 1.949, -0.047], [-0.980, 2.721, -0.562], [-1.639, 1.418, -1.503], [-0.142, 2.425, 1.545], [-0.296, 0.992, 2.383], [1.559, 0.322, -1.719], [1.820, -0.436, -0.300], [2.357, 0.395, 0.675], [2.155, -1.808, -0.099], [1.876, 1.361, -1.733], [2.130, -0.325, -2.379], [0.512, 0.384, -2.006], [1.588, 0.918, 1.042], [2.904, -1.819, 0.513]],
  "largest_force_ev_per_a": 4.4,
  "gap_ev": 7.19,
  "e_above_lowest_ev": 7.227,
  "charge": 0,
  "e_homo_ev": -6.414,
  "smiles": "CC(C)=C(C)N.CN(O)O"
}